1.
ORCA calculation (ωB97M-V/def2-TZVPD) on a 11-piece molecular cluster, C60H117Br2N16 overall in a non-equilibrium geometry.

Summary:
Lowest unoccupied orbital energy (eV): -8.4
Kohn-Sham gap (eV): 4.667
HOMO energy (eV): -13.0
Relative energy (zero: lowest compared OMol25 entry of this formula, charge and spin) (kcal per mole): 65.0
Maximum force (hartree/bohr): 0.13341
Net charge: +7

Bonds (Å) are listed after each position.
CARTESIAN COORDINATES (ANGSTROEM)
1 Br 8.05957 1.64735 -16.74889  no bonds
2 H -4.47284 12.77793 -12.50730  C48 1.090
3 C -6.54597 17.34388 -8.52716  H54 1.090, N69 1.455, H129 1.090, H162 1.090
4 H 10.95366 14.28681 -16.16251  C56 1.090
5 C 16.65313 3.85058 -16.41619  C79 1.388, N144 1.380, H158 1.080
6 H -4.44207 15.51432 -8.73811  C97 1.080
7 H 13.13078 9.45215 -27.42512  C92 1.080
8 H 3.14642 4.57361 -20.85403  C78 1.090
9 H 10.33046 -3.93286 -21.99545  C104 1.090
10 H 0.06588 7.27204 -17.77978  C123 1.090
11 N 0.77758 -6.23813 -15.24239  C81 1.472, C124 1.395, C165 1.397
12 H -0.44248 5.51163 -7.85005  C57 1.090
13 H 7.77127 7.41762 -21.45119  C17 1.090
14 C 2.11115 8.42664 -9.63530  H21 1.080, C44 1.418, N109 1.354
15 H 6.87108 6.40005 -20.32861  C17 1.090
16 H 1.39765 -10.18924 -14.61357  C194 1.090
17 C 6.77285 7.17909 -21.08461  H13 1.090, H15 1.090, C46 1.477, H174 1.090
18 N 8.95330 -2.25366 -23.90574  C94 1.553, C132 1.561, C163 1.631, C195 1.602
19 H 13.84623 19.44124 -15.56534  C55 1.090
20 H 4.37511 7.04881 -18.66513  C100 1.090
21 H 1.78010 9.45101 -9.54885  C14 1.080
22 H 13.88556 -3.91020 -20.82193  C36 1.090
23 H 6.74573 -1.14318 -25.73942  C160 1.090
24 H 18.71953 2.49693 -18.49657  C114 1.080
25 H 10.31006 -1.48179 -22.24731  C163 1.090
26 H 13.04087 -2.44880 -22.35618  C186 1.090
27 H 2.87350 -9.41625 -13.85463  C194 1.090
28 H 7.04284 -2.57680 -22.81147  C195 1.090
29 H 8.30169 -3.87223 -22.46510  C195 1.090
30 H -2.84959 12.94159 -12.69039  C48 1.090
31 N -4.68355 15.34323 -10.90272  C39 1.453, C84 1.360, C97 1.391
32 H 2.06483 5.98815 -21.62332  C78 1.090
33 C 15.96812 3.20538 -18.69420  H66 1.090, H135 1.090, N144 1.397, H173 1.090
34 H 3.83265 8.64058 -20.80580  C42 1.090
35 H 11.22524 -4.12658 -23.56331  C104 1.090
36 C 13.09834 -4.35201 -21.43282  H22 1.090, H89 1.090, H146 1.090, C186 1.562
37 H -0.37929 19.49521 -23.32084  C139 1.090
38 H 0.61859 16.69220 -22.72552  C49 1.080
39 C -3.61744 14.38316 -11.13152  N31 1.453, C48 1.593, H75 1.090, H128 1.090
40 H 4.73444 19.41710 -24.98066  C137 1.090
41 H 11.93121 -2.49593 -21.13516  C186 1.090
42 C 4.36981 7.69324 -20.85167  H34 1.090, C46 1.527, C100 1.594, H192 1.090
43 C 2.12895 6.22997 -9.28334  H50 1.080, N109 1.372, N154 1.389
44 C 3.08368 7.82091 -10.47019  C14 1.418, N154 1.371, H185 1.080
45 H 4.84177 5.36456 -9.91958  C181 1.090
46 C 5.79107 8.24954 -20.81936  C17 1.477, C42 1.527, H96 1.090, H125 1.090
47 H 1.11554 5.25627 -16.90833  C67 1.090
48 C -3.72094 13.56700 -12.49616  H2 1.090, H30 1.090, C39 1.593, H86 1.090
49 C 1.35484 17.24314 -23.29191  H38 1.080, C80 1.403, N189 1.406
50 H 1.91832 5.35912 -8.68030  C43 1.080
51 H 4.92292 17.73230 -25.41098  C137 1.090
52 H -1.16111 18.23584 -24.33630  C139 1.090
53 H 12.18840 14.46168 -15.16565  C56 1.090
54 H -5.69840 17.69283 -7.93729  C3 1.090
55 C 12.81386 19.64253 -15.27934  H19 1.090, H87 1.090, H113 1.090, N150 1.473
56 C 11.86027 14.88988 -16.11279  H4 1.090, H53 1.090, C77 1.531, N169 1.395
57 C -0.63654 6.56964 -8.02626  H12 1.090, H58 1.090, H68 1.090, C106 1.524
58 H -0.99071 6.58350 -9.05702  C57 1.090
59 H 14.19368 13.69998 -25.44880  C134 1.090
60 H 2.02937 -3.80101 -15.41371  C179 1.090
61 H 8.08154 -3.84871 -24.86140  C94 1.090
62 H 1.16503 7.55191 -20.30240  C64 1.090
63 H 1.46641 -9.80459 -12.89421  C194 1.090
64 C 1.62916 7.21409 -19.37581  H62 1.090, H102 1.090, C123 1.553, N149 1.541
65 C 10.33134 8.84676 -28.25420  H70 1.090, H91 1.090, H148 1.090, N166 1.443
66 H 15.87491 4.23138 -19.05022  C33 1.090
67 C 0.99899 5.21332 -17.99123  H47 1.090, H76 1.090, C123 1.558, C180 1.568
68 H -1.47652 6.80251 -7.37181  C57 1.090
69 N -6.06826 16.61484 -9.69208  C3 1.455, C97 1.354, C187 1.375
70 H 11.00949 7.99763 -28.33896  C65 1.090
71 H 1.53786 -3.48817 -17.14852  C179 1.090
72 H 1.03535 -7.49310 -12.16566  C133 1.080
73 H 20.17551 3.24511 -15.02413  C159 1.090
74 H 8.13044 -0.22977 -26.43947  C160 1.090
75 H -2.64573 14.87528 -11.17298  C39 1.090
76 H 0.33419 4.37623 -18.20433  C67 1.090
77 C 12.74271 14.47296 -17.29257  C56 1.531, H103 1.090, H157 1.090, H175 1.090
78 C 2.30240 5.26329 -20.84471  H8 1.090, H32 1.090, N149 1.505, H156 1.090
79 C 17.82436 3.92024 -15.67428  C5 1.388, H117 1.080, N190 1.394
80 C 2.70692 16.99744 -23.57347  C49 1.403, H111 1.080, N116 1.419
81 C 0.61270 -5.29785 -16.36351  N11 1.472, H140 1.090, C179 1.558, H183 1.090
82 H 20.38729 4.35895 -16.45464  C159 1.090
83 N 1.35031 -8.18084 -14.13138  C124 1.404, C133 1.378, C194 1.391
84 C -5.43964 16.09360 -11.74773  N31 1.360, H121 1.080, C187 1.389
85 H 1.09342 7.36001 -6.90817  C106 1.090
86 H -3.56923 14.27294 -13.31270  C48 1.090
87 H 12.45320 20.53148 -15.79683  C55 1.090
88 H 20.73949 2.15577 -17.81199  C101 1.090
89 H 12.50834 -5.07305 -20.86705  C36 1.090
90 H 2.74898 -4.62022 -16.53983  C179 1.090
91 H 9.52355 8.69823 -27.53761  C65 1.090
92 C 12.36443 10.19975 -27.56731  H7 1.080, N108 1.361, N166 1.397
93 H 13.60786 16.96773 -15.19439  C178 1.080
94 C 8.87594 -3.16500 -25.16068  N18 1.553, H61 1.090, H168 1.090, C184 1.551
95 H 14.52955 11.45609 -26.78613  C188 1.090
96 H 5.81037 8.82223 -21.74659  C46 1.090
97 C -4.99664 15.78964 -9.62301  H6 1.080, N31 1.391, N69 1.354
98 H 10.24676 19.24063 -16.52049  C193 1.080
99 Br 4.28652 12.83959 -16.48201  no bonds
100 C 4.14209 6.66284 -19.65751  H20 1.090, C42 1.594, N149 1.606, H164 1.090
101 C 20.98792 2.20958 -16.75204  H88 1.090, H118 1.090, H151 1.090, C159 1.531
102 H 2.16390 8.01456 -18.86453  C64 1.090
103 H 13.54086 15.18887 -17.48887  C77 1.090
104 C 11.01378 -3.47843 -22.71286  H9 1.090, H35 1.090, C163 1.588, C186 1.523
105 H -7.11181 17.57635 -11.23118  C187 1.080
106 C 0.55069 7.50755 -7.84186  C57 1.524, H85 1.090, N109 1.479, H172 1.090
107 H 8.40697 -2.24764 -21.80583  C195 1.090
108 N 12.50736 11.51495 -27.24604  C92 1.361, C130 1.364, C188 1.503
109 N 1.52468 7.41646 -8.95108  C14 1.354, C43 1.372, C106 1.479
110 H 11.06912 -1.67539 -23.89822  C163 1.090
111 H 3.26137 16.16725 -23.16143  C80 1.080
112 H 3.21074 5.54712 -17.57455  C180 1.090
113 H 12.66539 19.82752 -14.21546  C55 1.090
114 C 18.20988 2.92370 -17.64538  H24 1.080, N144 1.363, N190 1.402
115 H 14.08030 12.96110 -27.61199  C188 1.090
116 N 3.27030 18.06817 -24.31449  C80 1.419, C119 1.390, C137 1.455
117 H 18.14288 4.48273 -14.80909  C79 1.080
118 H 20.89057 1.18219 -16.40117  C101 1.090
119 C 2.13255 18.79132 -24.65209  N116 1.390, H120 1.080, N189 1.332
120 H 2.32942 19.68175 -25.23070  C119 1.080
121 H -5.40369 16.01462 -12.82424  C84 1.080
122 H 2.85559 4.19520 -18.66105  C180 1.090
123 C 0.49660 6.59202 -18.51473  H10 1.090, C64 1.553, C67 1.558, H138 1.090
124 C 1.20383 -7.55865 -15.38183  N11 1.395, N83 1.404, H191 1.080
125 H 5.99060 8.82606 -19.91608  C46 1.090
126 C 5.63098 18.13358 -23.41351  H127 1.090, C137 1.551, H161 1.090, H170 1.090
127 H 5.71696 18.93252 -22.67703  C126 1.090
128 H -3.78790 13.63351 -10.35881  C39 1.090
129 H -7.15282 16.65444 -7.94020  C3 1.090
130 C 11.33570 12.14419 -27.54942  N108 1.364, C142 1.332, H176 1.080
131 H 9.40094 -2.05102 -26.84432  C184 1.090
132 C 8.37588 -0.89117 -24.40320  N18 1.561, H155 1.090, C160 1.515, H171 1.090
133 C 0.98787 -7.22211 -13.21003  H72 1.080, N83 1.378, C165 1.416
134 C 13.49136 12.87035 -25.52980  H59 1.090, H145 1.090, H153 1.090, C188 1.502
135 H 16.45797 2.70731 -19.53091  C33 1.090
136 H 9.31250 11.31174 -27.85946  C142 1.080
137 C 4.65903 18.40151 -24.59207  H40 1.090, H51 1.090, N116 1.455, C126 1.551
138 H -0.33191 6.38897 -19.19329  C123 1.090
139 C -0.31105 18.91108 -24.23857  H37 1.090, H52 1.090, H141 1.090, N189 1.443
140 H 0.45656 -5.82682 -17.30368  C81 1.090
141 H -0.28263 19.63015 -25.05725  C139 1.090
142 C 10.38942 11.24437 -27.81343  C130 1.332, H136 1.080, N166 1.335
143 H 4.50691 5.94217 -11.60417  C181 1.090
144 N 16.90687 3.32358 -17.66579  C5 1.380, C33 1.397, C114 1.363
145 H 12.53617 13.38659 -25.43373  C134 1.090
146 H 13.52875 -4.96478 -22.22489  C36 1.090
147 H 3.48754 4.68011 -10.91554  C181 1.090
148 H 9.94704 9.07133 -29.24918  C65 1.090
149 N 2.64455 6.08255 -19.62985  C64 1.541, C78 1.505, C100 1.606, C180 1.575
150 N 12.07459 18.42518 -15.65325  C55 1.473, C178 1.385, C193 1.409
151 H 22.04237 2.41618 -16.56892  C101 1.090
152 C 10.58105 16.99855 -16.46607  N169 1.358, H182 1.080, C193 1.388
153 H 13.60179 12.19553 -24.68096  C134 1.090
154 N 3.19330 6.49549 -10.13563  C43 1.389, C44 1.371, C181 1.397
155 H 7.70758 -0.41988 -23.68252  C132 1.090
156 H 1.39659 4.69019 -20.64681  C78 1.090
157 H 13.39526 13.67061 -16.94832  C77 1.090
158 H 15.71996 4.38781 -16.33271  C5 1.080
159 C 20.18659 3.34470 -16.10951  H73 1.090, H82 1.090, C101 1.531, N190 1.438
160 C 7.83085 -1.06499 -25.80642  H23 1.090, H74 1.090, C132 1.515, C184 1.446
161 H 6.62701 18.00900 -23.83838  C126 1.090
162 H -7.14904 18.18645 -8.86548  C3 1.090
163 C 10.38991 -2.08590 -23.15106  N18 1.631, H25 1.090, C104 1.588, H110 1.090
164 H 4.67995 5.73167 -19.83566  C100 1.090
165 C 0.51485 -6.06859 -13.88044  N11 1.397, C133 1.416, H167 1.080
166 N 11.00758 10.06278 -27.87206  C65 1.443, C92 1.397, C142 1.335
167 H 0.00470 -5.24059 -13.41080  C165 1.080
168 H 9.70246 -3.80534 -25.46882  C94 1.090
169 N 11.61917 16.25888 -15.99793  C56 1.395, C152 1.358, C178 1.418
170 H 5.57080 17.17265 -22.90254  C126 1.090
171 H 9.19270 -0.17026 -24.36869  C132 1.090
172 H 0.11068 8.50278 -7.77861  C106 1.090
173 H 14.98744 2.75147 -18.55168  C33 1.090
174 H 6.31208 6.58319 -21.87246  C17 1.090
175 H 12.21755 14.26032 -18.22375  C77 1.090
176 H 11.26644 13.21537 -27.66842  C130 1.080
177 H 7.76089 -2.93501 -26.83621  C184 1.090
178 C 12.57359 17.15027 -15.44611  H93 1.080, N150 1.385, N169 1.418
179 C 1.74533 -4.22809 -16.37549  H60 1.090, H71 1.090, C81 1.558, H90 1.090
180 C 2.52691 5.18423 -18.34187  C67 1.568, H112 1.090, H122 1.090, N149 1.575
181 C 4.08158 5.56190 -10.67541  H45 1.090, H143 1.090, H147 1.090, N154 1.397
182 H 9.82917 16.42173 -16.98408  C152 1.080
183 H -0.34760 -4.81521 -16.18193  C81 1.090
184 C 8.45472 -2.25435 -26.34287  C94 1.551, H131 1.090, C160 1.446, H177 1.090
185 H 3.77417 8.24296 -11.18538  C44 1.080
186 C 12.28549 -3.12334 -21.95304  H26 1.090, C36 1.562, H41 1.090, C104 1.523
187 C -6.37075 16.82030 -11.01761  N69 1.375, C84 1.389, H105 1.080
188 C 13.76994 12.23418 -26.86142  H95 1.090, N108 1.503, H115 1.090, C134 1.502
189 N 1.01029 18.35240 -24.08465  C49 1.406, C119 1.332, C139 1.443
190 N 18.78436 3.21737 -16.40069  C79 1.394, C114 1.402, C159 1.438
191 H 1.35280 -8.06769 -16.32262  C124 1.080
192 H 4.14967 7.18570 -21.79084  C42 1.090
193 C 10.81052 18.35387 -16.27101  H98 1.080, N150 1.409, C152 1.388
194 C 1.78567 -9.47837 -13.88403  H16 1.090, H27 1.090, H63 1.090, N83 1.391
195 C 8.09619 -2.82312 -22.67780  N18 1.602, H28 1.090, H29 1.090, H107 1.090

=====

2.
ORCA calculation (ωB97M-V/def2-TZVPD) on an isolated ion of composition C4H9BrNS and charge +1 in a non-equilibrium geometry.

Summary:
Lowest unoccupied orbital energy (spin up / spin down) (eV): -3.2 / -6.0
Kohn-Sham gap (spin up / spin down) (eV): 9.833 / 7.146
HOMO energy (spin up / spin down) (eV): -13.0 / -13.1
Relative energy (zero: lowest compared OMol25 entry of this formula, charge and spin) (kcal per mole): 15.7
Multiplicity: 3
Maximum force (hartree/bohr): 0.14172
Expectation value of S²: 2.008
Net charge: +1

Bonds (Å) are listed after each position.
CARTESIAN COORDINATES (ANGSTROEM)
1 H 0.81744 -0.81753 -0.95968  C6 1.019
2 S -0.74883 -2.83706 -0.18963  C15 1.841
3 H 1.67151 0.04615 0.54060  C6 1.193
4 C 0.30107 1.89996 -0.26326  H7 1.002, N11 1.504, H14 1.155, H16 1.155
5 H -1.55010 -0.21670 -1.60156  C13 1.106
6 C 0.77095 -0.53782 0.01946  H1 1.019, H3 1.193, N11 1.521, C15 1.507
7 H -0.41485 2.59939 -0.20664  C4 1.002
8 H 1.38504 -2.61180 0.45401  C15 1.087
9 Br -3.06882 0.73601 0.05647  C13 1.842
10 H -0.45959 0.75474 1.08888  N11 0.960
11 N -0.25838 0.57249 0.16843  C4 1.504, C6 1.521, H10 0.960, C13 1.467
12 H 0.41186 -1.82150 1.70088  C15 1.069
13 C -1.42356 0.42878 -0.71183  H5 1.106, Br9 1.842, N11 1.467
14 H 1.14470 2.08965 0.50262  C4 1.155
15 C 0.59179 -1.89492 0.64989  S2 1.841, C6 1.507, H8 1.087, H12 1.069
16 H 0.82978 1.61017 -1.24864  C4 1.155